Record 1
76
Properties=species:S:1:pos:R:3:mulliken_charge:R:1 method="wB97M-V/def2-TZVPD" orbital_gap_ha="0.218 / 0.214" lumo_energy_ha="-0.05212 / -0.05172" de_lowest_kcal_mol=46.9 e_homo_ev="-7.3 / -7.2" charge=0
Pt 0.5481 1.0001 0.4772 1.03
C -1.2538 4.3044 0.2752 -1.05
O -0.4935 3.3470 -0.4223 -0.31
C -0.7573 3.1222 -1.7368 0.31
C -1.6988 3.8039 -2.4909 -0.48
C -1.8495 3.5263 -3.8423 -0.81
C -1.0504 2.5771 -4.4573 -0.78
C -0.1241 1.8723 -3.7188 -0.42
C 0.0238 2.1105 -2.3487 0.69
N 0.9565 1.4629 -1.5704 0.07
N 1.8381 0.7307 -2.1588 -0.33
C 2.9405 0.2963 -1.5656 -0.14
C 3.3030 0.7009 -0.2295 1.11
O 2.5873 1.5102 0.4503 -0.87
C 4.4973 0.1473 0.3224 -0.67
C 5.2191 -0.8030 -0.3233 -0.93
C 4.8574 -1.2516 -1.6246 0.85
C 5.5670 -2.2611 -2.2952 -0.94
C 5.2197 -2.6426 -3.5685 -0.53
C 4.1734 -1.9962 -4.2310 -0.73
C 3.4574 -1.0133 -3.5962 -0.44
C 3.7584 -0.6459 -2.2774 0.76
H -1.1513 5.3008 -0.1689 0.39
H -0.8586 4.3164 1.2903 0.23
H -2.3110 4.0196 0.3045 0.37
H -2.3264 4.5533 -2.0373 0.44
H -2.5895 4.0668 -4.4134 0.41
H -1.1596 2.3864 -5.5143 0.41
H 0.4965 1.1197 -4.1808 0.43
H 4.7825 0.5168 1.2962 0.43
H 6.0874 -1.2348 0.1545 0.39
H 6.3977 -2.7376 -1.7933 0.40
H 5.7662 -3.4266 -4.0711 0.39
H 3.9282 -2.2690 -5.2473 0.41
H 2.6521 -0.4960 -4.0960 0.46
C 0.5314 -2.4374 3.1787 -1.62
C 0.6113 -2.6814 1.6672 0.75
C 1.7509 -1.8771 1.0476 -1.40
C -0.6998 -2.4867 0.9256 0.94
C -1.1908 -3.6193 0.2880 -1.37
C -2.3852 -3.6086 -0.4004 -1.24
C -3.1185 -2.4410 -0.4500 -1.31
C -2.6626 -1.2708 0.1403 1.07
C -3.5278 -0.0404 -0.0524 0.68
C -4.0103 0.6553 1.2265 -1.69
C -2.7959 0.9508 -0.9521 -0.81
C -1.4181 -1.2766 0.8081 -1.40
N -0.9359 -0.0812 1.3817 1.45
C -1.2619 0.1794 2.6693 -0.52
C -2.1220 -0.6507 3.4281 -0.09
C -2.4406 -0.3593 4.7330 -1.05
C -1.9334 0.7671 5.3632 -0.64
C -1.0853 1.6052 4.6568 -0.71
C -0.7704 1.3064 3.3548 0.82
F 0.0987 2.1492 2.6939 -0.38
H 1.4235 -2.8446 3.6519 0.53
H -0.3400 -2.9292 3.6092 0.39
H 0.4709 -1.3815 3.4243 0.19
H 0.8679 -3.7399 1.5401 0.68
H 1.6531 -0.8208 1.3258 -0.16
H 1.7349 -1.9787 -0.0358 0.45
H 2.7109 -2.2288 1.4172 0.54
H -0.6239 -4.5397 0.3434 0.40
H -2.7420 -4.5038 -0.8890 0.39
H -4.0684 -2.4399 -0.9672 0.42
H -4.4243 -0.3808 -0.5807 0.72
H -3.2327 1.2658 1.6759 0.15
H -4.3482 -0.0644 1.9692 0.40
H -4.8511 1.3044 0.9815 0.54
H -1.8584 1.2276 -0.4717 -0.52
H -3.3943 1.8450 -1.1070 0.53
H -2.5815 0.5028 -1.9184 0.39
H -2.5295 -1.5326 2.9577 0.64
H -3.0914 -1.0296 5.2783 0.44
H -2.1839 0.9870 6.3877 0.39
H -0.6590 2.4849 5.1093 0.49

---

Record 2
72
Properties=species:S:1:pos:R:3:mulliken_charge:R:1 method="wB97M-V/def2-TZVPD" orbital_gap_ha=0.219 lumo_energy_ha=-0.14013 de_lowest_kcal_mol=42.4 smiles="COc1ccc(C2=C[C@@H]([C@@H](C(c3ccccc3)=[N+]3CCCCC3)c3ccccc3)c3ccccc3O2)cc1" e_homo_ev=-9.8 charge=+1
C 2.3458 -2.6420 -2.8007 -0.45
C 2.3965 -1.3212 -2.3701 -1.57
C 1.3124 -0.7607 -1.6770 0.46
C 0.2209 -1.5448 -1.3038 -0.04
C -0.8843 -0.8781 -0.4824 0.15
C -1.8617 -0.1947 -1.4144 -0.53
N -3.1600 -0.5475 -1.5913 0.60
C -3.6193 -1.8711 -1.1444 -0.53
C -5.1314 -2.1002 -1.1927 -0.81
C -5.8228 -1.5498 -2.4449 -0.67
C -5.4133 -0.1210 -2.6683 -0.88
C -3.8887 0.0201 -2.7549 -0.50
C -1.4474 1.0904 -2.0289 -0.19
C -0.5473 1.1252 -3.1267 -0.29
C -0.0399 2.3292 -3.5692 -0.83
C -0.4078 3.5329 -2.9632 -0.60
C -1.3338 3.5178 -1.8844 -0.90
C -1.8529 2.3076 -1.4316 0.25
C 0.2096 -2.8733 -1.7766 -0.08
C 1.2269 -3.4108 -2.5711 -0.99
H 3.1345 -3.0849 -3.3941 0.42
H 3.2908 -0.7088 -2.5275 0.41
H 1.4002 0.2964 -1.3845 0.68
H -1.3207 -1.6275 0.1846 1.35
H -3.1175 -2.6591 -1.7359 0.31
H -3.2821 -2.0109 -0.1152 0.34
H -5.2827 -3.1847 -1.1634 0.37
H -5.6044 -1.6632 -0.2959 0.34
H -5.5662 -2.1589 -3.3241 0.34
H -6.9029 -1.5978 -2.3018 0.34
H -5.8064 0.2409 -3.6228 0.37
H -5.7860 0.5245 -1.8603 0.31
H -3.6293 1.0802 -2.8685 0.46
H -3.5498 -0.4942 -3.6795 0.31
H -0.2799 0.1605 -3.5764 0.58
H 0.6743 2.3230 -4.4124 0.43
H 0.0082 4.4658 -3.3105 0.46
H -1.6550 4.4440 -1.4250 0.48
H -2.5767 2.2724 -0.5957 0.43
H -0.5987 -3.5259 -1.4875 0.46
H 1.2193 -4.4503 -2.9152 0.38
C 8.1810 0.2483 3.4687 -0.81
O 7.4011 0.6233 2.3014 -0.42
C 6.0483 0.6261 2.3712 0.75
C 5.3650 0.8212 1.1437 -0.87
C 3.9805 0.7106 1.1258 -0.18
C 3.2369 0.4909 2.3062 0.43
C 1.7912 0.4889 2.2571 -0.17
O 1.1936 0.1263 3.4239 -0.64
C -0.1931 0.2211 3.4634 0.21
C -0.9791 0.2671 2.2987 -0.01
C -2.3646 0.4406 2.4540 -0.42
C -2.8883 0.8075 3.6897 -0.81
C -2.0660 0.8894 4.8139 -0.43
C -0.7291 0.4870 4.7322 -0.66
C -0.3550 0.2518 0.9279 1.88
C 1.0334 0.6939 1.1037 -0.93
C 3.9394 0.3244 3.5333 -0.84
C 5.3338 0.4175 3.5804 -0.56
H 9.2046 0.1780 3.1002 0.25
H 8.1442 1.0039 4.2733 0.31
H 7.8454 -0.7316 3.8413 0.37
H 5.8826 1.0516 0.2210 0.44
H 3.5040 0.8409 0.1660 0.15
H -3.0232 0.3023 1.6070 0.36
H -3.9315 1.0933 3.7566 0.41
H -2.4672 1.2756 5.7630 0.37
H -0.0776 0.4992 5.6101 0.45
H -0.9357 1.0156 0.3609 -0.64
H 1.5465 1.2511 0.3106 1.09
H 3.4263 0.1976 4.4787 0.40
H 5.8822 0.3371 4.5242 0.39

---

Record 3
83
Properties=species:S:1:pos:R:3:mulliken_charge:R:1 method="wB97M-V/def2-TZVPD" orbital_gap_ha="0.213 / 0.165" lumo_energy_ha="-0.18818 / -0.32579" de_lowest_kcal_mol=28.7 spin_multiplicity=6 e_homo_ev="-10.9 / -13.3" charge=+2
Ir 1.3834 -0.2347 0.2561 3.63
O 3.3588 1.1067 0.3143 -0.54
C 2.5107 1.4940 -0.4654 -0.04
C 1.9788 2.4416 -1.3088 0.63
C 2.7860 3.4403 -1.9345 -1.15
C 2.2479 4.2195 -2.9246 -0.58
C 0.9177 4.0659 -3.3425 -0.82
C 0.1080 3.1323 -2.7126 -0.12
C 0.6137 2.3387 -1.6956 -0.11
P -0.3453 1.1151 -0.7966 0.56
C -1.5051 1.9560 0.3013 0.60
C -2.1413 1.2115 1.2976 -0.53
C -3.0318 1.8332 2.1568 -0.69
C -3.2845 3.1935 2.0315 -0.70
C -2.6471 3.9331 1.0460 -0.67
C -1.7500 3.3217 0.1830 -0.71
C -1.2960 0.2718 -2.0801 0.79
C -2.6831 0.3391 -2.1634 -0.56
C -3.3294 -0.2234 -3.2568 -0.77
C -2.5993 -0.8696 -4.2435 -0.59
C -1.2148 -0.9629 -4.1457 -0.83
C -0.5623 -0.3912 -3.0676 -0.36
H 3.8182 3.5533 -1.6310 0.58
H 2.8647 4.9725 -3.3978 0.44
H 0.5258 4.6679 -4.1498 0.47
H -0.9279 3.0135 -3.0103 0.53
H -1.9258 0.1563 1.3933 0.45
H -3.5265 1.2605 2.9306 0.49
H -3.9755 3.6809 2.7064 0.41
H -2.8458 4.9920 0.9479 0.46
H -1.2459 3.9040 -0.5772 0.43
H -3.2504 0.8661 -1.4053 0.51
H -4.4052 -0.1326 -3.3488 0.46
H -3.1035 -1.2818 -5.1093 0.48
H -0.6427 -1.4526 -4.9235 0.50
H 0.5184 -0.4293 -2.9873 0.32
N -3.4006 -5.8323 -3.4976 -0.34
C -2.6598 -5.1740 -2.6146 1.26
C -1.3756 -5.6694 -2.2442 -0.72
C -0.6247 -4.9910 -1.3307 -0.82
C -1.1338 -3.8066 -0.7699 -0.36
C -2.3782 -3.2861 -1.1346 -0.10
C -3.1444 -3.9609 -2.0426 -0.78
S -0.0897 -2.9212 0.3456 1.18
O -0.8140 -1.7827 0.8917 -0.38
O 0.5397 -3.8163 1.2587 -0.75
N 0.9486 -2.1819 -0.6526 -0.32
C 2.1874 -2.5979 -1.0325 0.04
N 2.4911 -3.8348 -1.3878 -0.35
C 3.7456 -4.0502 -1.7761 -0.25
C 4.6958 -3.0395 -1.8350 -0.91
C 4.2881 -1.7768 -1.4354 -0.06
N 3.0453 -1.5588 -1.0273 -0.24
H -3.0964 -6.7186 -3.8795 0.26
H -4.3357 -5.5176 -3.7215 0.25
H -1.0094 -6.5882 -2.6853 0.37
H 0.3539 -5.3477 -1.0338 0.52
H -2.7193 -2.3656 -0.6814 0.55
H -4.1180 -3.5839 -2.3280 0.37
H 3.9860 -5.0715 -2.0470 0.46
H 5.7007 -3.2262 -2.1807 0.41
H 4.9568 -0.9244 -1.4358 0.52
C 1.7569 3.6907 2.6511 -0.86
N 1.4366 2.6612 3.6259 0.23
C 1.5396 3.0229 5.0322 -0.68
C 0.4964 2.2563 5.8208 -0.67
C 0.7468 0.7795 5.6026 -0.68
N 0.8616 0.4755 4.1778 0.25
C 0.6485 -0.9153 3.8280 -1.01
C 1.1272 1.4066 3.2339 0.10
O 1.0761 1.1553 1.9962 -1.14
H 1.0884 4.5448 2.7748 0.37
H 1.6401 3.2956 1.6485 0.07
H 2.7856 4.0316 2.7841 0.33
H 1.3904 4.0979 5.1187 0.40
H 2.5422 2.7943 5.4095 0.27
H -0.4990 2.5224 5.4588 0.29
H 0.5545 2.4975 6.8803 0.38
H -0.0724 0.1835 6.0080 0.39
H 1.6626 0.4685 6.1154 0.32
H -0.4136 -1.1726 3.8532 0.36
H 1.1789 -1.5504 4.5379 0.48
H 1.0203 -1.1247 2.8333 0.01